[1]
ORCA calculation (wB97M-V/def2-TZVPD) on a structure of composition C15H52F3HfN2O20S2.

Results
Net charge: +1
Spin multiplicity: 1
Gap between HOMO and LUMO, eV: 6.65

Each line ends with the Löwdin charge.
Positions of all 95 atoms, in Å:
Hf: -4.25959 10.26070 -5.68804  2.142
S: -6.42666 12.31844 -6.38652  0.420
O: -6.40118 10.82285 -6.21083  -0.438
O: -5.04601 12.39991 -5.79030  -0.422
O: -6.39072 12.67016 -7.77811  -0.275
O: -7.46406 12.96959 -5.58669  -0.297
C: -1.09476 12.34395 -2.73482  -0.709
F: -0.51247 13.42505 -2.29906  0.193
F: -0.19867 11.53273 -3.25549  0.165
F: -1.70763 11.72314 -1.73991  0.153
S: -2.40338 12.86046 -3.97214  0.593
O: -3.43091 13.49807 -3.17955  -0.254
O: -1.73053 13.69862 -4.93481  -0.249
O: -2.86416 11.56710 -4.58569  -0.471
C: -8.64641 4.23074 -9.91977  -0.080
O: -7.71600 5.22689 -9.52554  -0.191
C: -7.76191 5.61769 -8.18304  -0.245
C: -6.58844 6.55677 -7.93059  -0.188
N: -6.59354 7.76940 -8.73756  -0.050
C: -7.78571 8.61957 -8.53500  -0.183
C: -7.76222 9.76613 -9.54444  -0.215
O: -7.95222 9.22752 -10.83487  -0.172
C: -7.56897 10.10590 -11.87070  -0.094
H: -9.68642 4.47230 -9.70483  0.092
H: -8.32548 3.29770 -9.44595  0.091
H: -8.50632 4.05026 -10.98277  0.092
H: -7.78212 4.76099 -7.49735  0.132
H: -8.69533 6.17976 -8.03006  0.105
H: -5.63720 6.04573 -8.09896  0.127
H: -6.60290 6.74099 -6.85019  0.096
H: -6.71983 7.45218 -9.70175  0.128
H: -7.79184 8.98958 -7.50496  0.107
H: -8.77456 8.17487 -8.69280  0.124
H: -6.82858 10.34220 -9.49822  0.096
H: -8.55963 10.49287 -9.36131  0.119
H: -7.65120 9.50195 -12.77022  0.094
H: -6.56916 10.53039 -11.72025  0.077
H: -8.16990 11.01531 -12.00032  0.093
C: -10.82541 4.51802 -2.77147  -0.092
O: -9.96040 5.22767 -3.65155  -0.195
C: -10.63186 6.30553 -4.28076  -0.225
C: -9.57816 7.14786 -4.95637  -0.194
N: -8.61891 7.81955 -4.07139  -0.041
C: -9.26679 8.88691 -3.27486  -0.190
C: -8.29486 9.99278 -2.91966  -0.163
O: -7.13079 9.53785 -2.19699  -0.243
C: -7.41385 8.87476 -0.98062  -0.063
H: -11.02121 5.14185 -1.89307  0.089
H: -10.35851 3.59722 -2.43830  0.090
H: -11.79509 4.31405 -3.22952  0.091
H: -11.19104 6.85656 -3.51613  0.122
H: -11.32887 5.93714 -5.04145  0.134
H: -10.10960 7.86670 -5.58598  0.121
H: -8.99698 6.53257 -5.64581  0.102
H: -8.28547 7.14891 -3.38148  0.111
H: -9.94336 8.53238 -2.49749  0.123
H: -9.93483 9.39431 -3.98281  0.122
H: -8.78821 10.75101 -2.30504  0.146
H: -7.95258 10.43067 -3.85810  0.111
H: -6.49922 8.43621 -0.58048  0.099
H: -8.00860 7.96396 -1.11347  0.086
H: -7.87351 9.56837 -0.27823  0.107
O: -3.13450 11.71912 -7.32260  -0.124
H: -3.38177 12.69369 -7.34675  0.047
H: -2.36792 11.64412 -7.90823  0.108
O: -4.78186 9.71548 -7.91287  -0.133
H: -5.60819 9.19667 -8.16688  0.049
H: -4.51410 10.18128 -8.72048  0.096
O: -5.47784 12.85415 -10.49676  -0.056
H: -5.97274 13.61638 -10.81659  0.053
H: -5.79775 12.71140 -9.59579  -0.026
O: -5.41512 10.84519 -3.71607  -0.153
H: -5.58579 11.76833 -3.37108  0.049
H: -5.98828 10.26391 -3.15801  0.038
O: -5.71053 8.45363 -4.88169  -0.109
H: -5.40569 7.64743 -4.44361  0.098
H: -6.70974 8.41612 -4.79160  0.073
O: -4.08883 14.21384 -7.58834  -0.034
H: -4.27692 14.80296 -6.84669  0.085
H: -4.93858 13.77550 -7.78793  0.004
O: -8.24244 15.67778 -5.58547  -0.058
H: -8.03381 14.75998 -5.81533  -0.021
H: -9.18146 15.77461 -5.77841  0.040
O: -6.41106 13.21296 -3.04233  -0.034
H: -5.74166 13.90561 -3.14936  0.062
H: -6.95599 13.24999 -3.85303  0.026
C: -10.34023 12.23798 -7.76081  -0.079
C: -10.61522 11.61023 -6.41305  -0.318
O: -10.25110 12.49419 -5.36460  -0.086
H: -9.29236 12.53134 -7.78884  0.056
H: -10.93163 13.13858 -7.93644  0.084
H: -10.59392 11.58335 -8.59999  0.073
H: -9.99709 10.70096 -6.29231  0.092
H: -11.65333 11.29981 -6.28472  0.116
H: -9.29102 12.63744 -5.39935  0.026

[2]
ORCA calculation (wB97M-V/def2-TZVPD) on a cluster of 12 separate species, C15H54O15 in total.

Results
Spin multiplicity: 1
Gap between HOMO and LUMO, eV: 9.39

Each line ends with the Löwdin charge.
Positions of all 84 atoms, in Å:
C: 14.59302 11.33709 14.82061  -0.183
O: 13.91993 12.13100 13.91723  -0.124
H: 14.04449 11.08073 15.75002  0.095
H: 14.86920 10.34338 14.46771  0.082
H: 15.43665 11.90735 15.07574  0.063
H: 12.98026 12.01512 14.08894  0.032
C: 15.29142 7.60972 9.74342  -0.159
O: 15.64484 7.70372 11.12167  -0.128
H: 14.26155 7.86093 9.65108  0.042
H: 15.97016 8.31859 9.23986  0.090
H: 15.51680 6.67577 9.30051  0.061
H: 14.91523 7.29600 11.60088  0.035
C: 10.83166 12.58122 15.54008  -0.136
O: 11.25103 11.72716 14.49993  -0.159
H: 10.10191 12.09111 16.21265  0.087
H: 11.67298 12.93411 16.05844  0.058
H: 10.33284 13.47329 15.10566  0.090
H: 10.80986 11.91619 13.63400  0.055
C: 14.09469 9.96433 6.64661  -0.131
O: 14.93867 10.82596 7.35538  -0.128
H: 13.11825 10.41821 6.40414  0.074
H: 14.55438 9.76370 5.69204  0.080
H: 13.95263 9.06646 7.25018  0.075
H: 14.41762 11.22746 8.05779  0.036
C: 10.94548 6.79287 8.93962  -0.115
O: 11.19533 7.98772 9.68630  -0.169
H: 9.89488 6.66576 8.62952  0.085
H: 11.55056 6.68731 8.07951  0.069
H: 11.11563 6.03357 9.64682  0.070
H: 10.71658 8.71592 9.25055  0.016
C: 12.26857 8.04774 13.15715  -0.136
O: 13.09295 7.68376 12.07897  -0.142
H: 12.64015 8.91104 13.73015  0.064
H: 11.22790 8.37601 12.89054  0.082
H: 12.30786 7.20259 13.89769  0.094
H: 12.66045 7.80528 11.21100  0.054
C: 10.40392 13.65495 11.51571  -0.131
O: 10.25368 12.35767 12.02631  -0.143
H: 11.24201 13.68278 10.79829  0.077
H: 9.53327 14.03811 10.96105  0.086
H: 10.59518 14.38346 12.33482  0.091
H: 9.61941 11.88116 11.46361  0.035
C: 16.55913 12.42846 12.14044  -0.099
O: 15.31014 12.99966 11.66021  -0.144
H: 16.94924 11.81257 11.29822  0.091
H: 17.34053 13.15400 12.49439  0.090
H: 16.31487 11.76947 12.95878  0.045
H: 14.78317 13.10472 12.44819  0.040
C: 13.50493 10.83913 10.28736  -0.106
O: 13.48273 12.10708 9.66048  -0.145
H: 13.56742 10.99858 11.35716  0.087
H: 12.62847 10.34810 9.99956  0.041
H: 14.35883 10.23205 9.98850  0.077
H: 14.06948 12.68724 10.11575  0.014
C: 15.20018 15.05944 8.70983  -0.239
C: 16.05494 13.90586 8.13141  -0.284
O: 15.63184 13.58319 6.87465  -0.037
O: 13.94557 14.62102 9.16894  -0.092
H: 15.12354 15.80272 7.94193  0.107
H: 15.70537 15.49587 9.53369  0.104
H: 15.99285 13.10478 8.86852  0.109
H: 17.07225 14.28141 8.22294  0.114
H: 15.58491 12.61633 6.78535  0.067
H: 13.62371 14.02422 8.42479  0.109
C: 10.15727 10.99971 8.21182  -0.194
C: 10.11654 11.75046 6.87465  -0.188
O: 8.78115 11.52601 6.30132  -0.085
O: 9.98274 9.62141 7.85989  -0.095
H: 9.32001 11.31594 8.82307  0.105
H: 11.07650 11.09495 8.75668  0.103
H: 10.89554 11.38132 6.18574  0.111
H: 10.21013 12.86516 7.11698  0.142
H: 8.75374 12.03579 5.48099  0.086
H: 9.17972 9.50822 7.34546  0.095
C: 9.07033 9.64920 11.01697  -0.279
C: 8.32947 8.47159 10.39469  -0.161
O: 6.98427 8.47388 11.02326  -0.072
O: 8.42965 10.84509 10.80104  -0.070
H: 10.09592 9.71459 10.71485  0.090
H: 9.12615 9.51192 12.11768  0.139
H: 8.85977 7.57513 10.64131  0.104
H: 8.28331 8.70444 9.29042  0.129
H: 6.25783 8.56908 10.39337  0.086
H: 7.50798 10.68751 11.02114  0.113

Among the records above, which one has the lowest gap between HOMO and LUMO?
C15H52F3HfN2O20S2

What is the spin multiplicity in the first record?
1